Version i
This record from OMol25 describes a structure of composition C4H8O. The level of theory is the ωB97M-V functional and the def2-TZVPD basis.

Structure (XYZ):
```
13
Properties=species:S:1:pos:R:3:lowdin_charge:R:1
C -1.259 -0.801 -0.005 -0.0783
C -0.018 -0.094 0.515 -0.3118
C 1.269 -0.374 -0.279 -0.1667
O 1.224 0.920 -0.899 -0.1166
C 0.178 1.338 -0.012 -0.1679
H -2.169 -0.364 0.422 0.0775
H -1.248 -1.869 0.242 0.0775
H -1.318 -0.706 -1.096 0.0865
H 0.074 -0.200 1.601 0.1310
H 1.221 -1.186 -1.015 0.1185
H 2.171 -0.496 0.337 0.1156
H 0.544 2.052 0.738 0.1158
H -0.669 1.782 -0.550 0.1188
```

As for the charge: 0. The molar mass is 72.11 g/mol. The spin multiplicity is 1. The value obtained for the gap between HOMO and LUMO is 10.74 eV. Its highest occupied orbital energy is -9.6176 eV.

---

Version ii
This record from OMol25 describes the molecule C4H8O. The level of theory is the ωB97M-V functional and the def2-TZVPD basis.

Structure (XYZ):
```
13
Properties=species:S:1:pos:R:3:lowdin_charge:R:1
O 1.534 -0.852 0.225 -0.1709
C 1.472 0.588 0.414 -0.0966
C 0.054 0.273 -0.549 -0.2235
C -1.258 0.557 0.047 -0.1842
C -1.109 -0.817 -0.559 -0.0959
H 1.053 -1.273 0.932 0.0675
H 2.560 0.906 0.259 0.1167
H 1.300 0.879 1.480 0.0930
H 0.308 0.534 -1.559 0.1087
H -1.263 0.557 1.141 0.1073
H -1.850 1.337 -0.401 0.0911
H -1.186 -1.693 0.091 0.0878
H -1.616 -0.998 -1.522 0.0990
```

As for the SMILES: OCC1CC1. As for the charge: 0. The molar mass is 72.11 g/mol. The spin multiplicity is 1. The value obtained for the gap between HOMO and LUMO is 9.02 eV. Its highest occupied orbital energy is -7.9988 eV.

---

The least stable of them is version ii.

---

Version i
This record from OMol25 describes a structure of composition C5H13NO2. The level of theory is the ωB97M-V functional and the def2-TZVPD basis.

Structure (XYZ):
```
21
Properties=species:S:1:pos:R:3:lowdin_charge:R:1
C -1.313 0.328 0.581 -0.1733
C 0.073 -1.767 0.626 -0.0771
C 1.182 0.351 0.933 -0.0637
C -1.435 1.680 -0.007 -0.1200
N 0.113 -0.362 0.237 -0.2802
H -1.357 0.308 1.677 0.1099
H -2.030 -0.377 0.160 0.1089
H -0.148 -1.873 1.694 0.0951
H -0.705 -2.274 0.057 0.0925
H 2.131 -0.166 0.789 0.0941
H 0.985 0.402 2.010 0.0975
H 1.265 1.354 0.518 0.0931
H 1.029 -2.241 0.409 0.0912
H -0.744 1.620 -1.040 0.1071
H -2.465 1.915 -0.267 0.0666
H -0.989 2.456 0.610 0.0647
C 0.451 -0.217 -1.602 -0.5088
O 1.565 -0.986 -1.795 0.0357
O 0.508 1.023 -1.831 -0.0977
H 2.318 -0.379 -1.851 0.1158
H -0.434 -0.793 -1.910 0.1487
```

As for the charge: 0. The molar mass is 119.16 g/mol. The spin multiplicity is 1. The value obtained for the gap between HOMO and LUMO is 9.53 eV. Its highest occupied orbital energy is -8.7455 eV.

---

Version ii
This record from OMol25 describes the molecule C5H13NO2. The level of theory is the ωB97M-V functional and the def2-TZVPD basis.

Structure (XYZ):
```
21
Properties=species:S:1:pos:R:3:lowdin_charge:R:1
C 0.586 0.364 -0.585 -0.5906
C -0.237 -0.456 0.372 -0.5106
C 1.463 1.268 0.607 0.0157
C -1.196 0.304 1.264 -0.0259
C -1.202 -1.488 -0.626 0.0035
N -0.119 1.240 -1.414 0.1205
O 1.482 -0.414 -1.322 0.0052
O 0.595 -1.334 1.112 -0.0225
H 2.053 -0.875 -0.692 0.0997
H 0.653 -2.154 0.604 0.0968
H -0.971 0.900 -1.834 0.0837
H 0.481 1.789 -2.014 0.1009
H 0.888 2.166 0.810 0.0593
H 1.733 0.777 1.537 0.0632
H 2.393 1.535 0.107 0.0603
H -2.181 -0.157 1.297 0.0786
H -1.369 1.335 0.970 0.0825
H -0.821 0.310 2.284 0.0884
H -1.679 -2.231 0.013 0.0685
H -1.964 -0.885 -1.115 0.0581
H -0.589 -1.993 -1.372 0.0647
```

As for the SMILES: CC(C)(O)[C@](C)(N)O. As for the charge: 0. The molar mass is 119.16 g/mol. The spin multiplicity is 1. The value obtained for the gap between HOMO and LUMO is 9.85 eV. Its highest occupied orbital energy is -9.0856 eV.

---

Version iii
This record from OMol25 describes a cluster of 3 separate species, C5H13NO2 in total. The level of theory is the ωB97M-V functional and the def2-TZVPD basis.

Structure (XYZ):
```
21
Properties=species:S:1:pos:R:3:lowdin_charge:R:1
N -0.582 -0.505 2.245 0.1015
C -0.676 -1.466 1.212 -0.3804
C -0.538 -1.120 -0.050 -0.1418
C -0.740 0.186 -0.752 -0.2142
C -1.859 0.911 -0.767 -0.0324
C -1.095 -2.893 1.369 -0.0473
H -0.805 -0.641 3.284 0.1295
H -0.044 0.293 2.148 0.0478
H -0.010 -1.750 -0.782 0.1102
H 0.211 0.694 -1.256 0.1105
H -1.840 1.973 -1.167 0.0666
H -2.840 0.544 -0.341 0.0749
H -2.116 -2.910 1.248 0.0569
H -1.035 -3.358 2.354 0.0733
H -0.428 -3.564 0.887 0.0786
H 1.437 2.171 -0.423 -0.0004
H 3.021 2.081 0.080 0.1002
O 2.303 2.530 -0.446 -0.0553
H 2.296 2.491 -2.247 -0.0084
H 3.153 2.237 -3.437 0.0659
O 2.187 2.098 -3.160 -0.1358
```

As for the SMILES: C=C/C=C(/C)N.O.O. As for the charge: 0. The molar mass is 119.16 g/mol. The spin multiplicity is 1. The value obtained for the gap between HOMO and LUMO is 8.21 eV. Its highest occupied orbital energy is -7.6871 eV.

---

The least stable of them is version iii.

---

Version i
This record from OMol25 describes a cluster of 2 separate species, C5H13NO2 in total. The level of theory is the ωB97M-V functional and the def2-TZVPD basis.

Structure (XYZ):
```
21
Properties=species:S:1:pos:R:3:lowdin_charge:R:1
O -2.757 -0.737 -0.633 0.0056
C -2.377 -0.934 0.500 -0.3624
N -1.150 -0.600 0.952 0.0368
C -0.130 -0.176 -0.017 -0.1756
C 1.144 0.363 0.634 -0.3837
C 0.968 1.340 1.831 -0.0683
C 2.076 0.913 -0.531 -0.0488
H -2.916 -1.656 1.160 0.1385
H -0.847 -0.844 1.877 0.1306
H -0.009 -1.009 -0.704 0.1200
H -0.518 0.589 -0.706 0.1324
H 1.794 -0.385 1.107 0.1148
H 1.150 0.805 2.749 0.0688
H 1.540 2.250 1.626 0.0677
H -0.019 1.791 1.715 0.0733
H 1.578 0.740 -1.481 0.0679
H 2.927 0.222 -0.546 0.0716
H 2.435 1.910 -0.307 0.0642
H -1.955 -1.809 -3.710 0.0343
H -1.703 -1.330 -2.331 -0.0052
O -1.233 -1.444 -3.183 -0.0825
```

As for the SMILES: CC(C)CNC=O.O. As for the charge: 0. The molar mass is 119.16 g/mol. The spin multiplicity is 1. The value obtained for the gap between HOMO and LUMO is 10.74 eV. Its highest occupied orbital energy is -9.9624 eV.

---

Version ii
This record from OMol25 describes a cluster of 2 separate species, C5H13NO2 in total. The level of theory is the ωB97M-V functional and the def2-TZVPD basis.

Structure (XYZ):
```
21
Properties=species:S:1:pos:R:3:lowdin_charge:R:1
O 0.579 -0.894 -2.069 0.0411
C -0.382 -0.337 -1.599 -0.2440
C -0.231 0.057 -0.150 -0.3780
C -1.688 0.117 0.399 -0.1627
C -1.558 0.230 1.964 -0.2272
C -2.371 -0.888 2.662 -0.1104
N 0.267 1.418 -0.239 0.0798
H -1.201 -0.086 -2.281 0.1311
H 0.429 -0.564 0.427 0.1421
H -2.294 -0.795 0.128 0.1114
H -2.229 0.954 -0.153 0.1251
H -0.576 0.065 2.253 0.0655
H -1.884 1.217 2.298 0.1029
H -1.957 -1.441 3.507 0.0649
H -3.385 -0.578 2.881 0.0612
H -2.520 -1.695 1.906 0.0642
H 1.138 1.434 -0.652 0.0488
H -0.392 2.018 -0.721 0.0837
H 4.667 0.028 -0.233 0.0427
H 5.117 -0.346 -1.498 -0.0090
O 4.496 0.243 -1.162 -0.0332
```

As for the SMILES: CCC[C@H](N)C=O.O. As for the charge: 0. The molar mass is 119.16 g/mol. The spin multiplicity is 1. The value obtained for the gap between HOMO and LUMO is 9.71 eV. Its highest occupied orbital energy is -8.8046 eV.

---

The least stable of them is version ii.